# 1
Here is a 14-piece molecular cluster, C88H206N14O15 overall at a distorted geometry from OMol25. Energies are from wB97M-V/def2-TZVPD.

Last column: Mulliken charge in e.
Element x y z (Å)
C: 12.43484 11.44474 16.77263  -0.9250
O: 12.59077 11.97612 18.07758  -0.0228
C: 12.37719 11.08177 19.08017  -1.5110
C: 12.06769 11.79247 20.38164  1.0106
N: 10.88378 12.55925 20.41222  -0.1945
C: 10.62243 13.35894 21.59374  -1.4153
C: 11.51189 14.59370 21.95858  0.0445
O: 11.31673 15.61001 20.99289  -0.0432
C: 11.16912 16.92204 21.56045  -0.8392
H: 12.54834 10.34149 16.92477  0.5322
H: 13.19027 11.95351 16.19709  0.0969
H: 11.40097 11.65544 16.44729  0.1562
H: 13.18606 10.37166 19.20438  0.4390
H: 11.50594 10.41444 18.83861  0.5176
H: 12.98149 12.44676 20.54694  -0.5431
H: 12.05446 11.02035 21.15642  0.3899
H: 10.73409 13.12077 19.58164  0.1584
H: 10.87491 12.63153 22.39332  0.4632
H: 9.56358 13.67881 21.60079  0.3209
H: 12.53986 14.23539 22.02366  -0.3034
H: 11.35316 14.98528 22.92823  1.0502
H: 12.11783 17.27525 21.94152  0.2672
H: 10.48334 16.86912 22.39584  0.3859
H: 10.82383 17.45940 20.67805  0.0643
C: 23.47329 19.17300 19.66576  -0.9099
C: 22.88644 20.25945 18.84342  1.1702
C: 21.39766 20.23996 18.73025  -1.4558
O: 20.99535 19.04325 18.11763  0.7786
C: 19.56092 19.01827 18.08507  -1.3454
N: 23.22306 21.53133 19.54421  -0.6921
H: 23.00269 19.20453 20.67149  0.3571
H: 24.53996 19.20111 19.69334  0.4830
H: 23.17697 18.22633 19.19618  -0.4228
H: 23.30973 20.18674 17.83181  -0.0333
H: 21.13110 21.11363 18.12505  0.4464
H: 20.96106 20.42954 19.70595  0.3436
H: 19.09601 18.87956 19.07987  0.4868
H: 19.18021 18.23234 17.45925  -0.8759
H: 19.18950 20.00996 17.76902  0.7502
H: 24.15759 21.54465 19.88338  0.2341
H: 23.02182 22.35657 18.96858  0.2273
C: 13.81001 16.43825 25.62656  -1.1538
C: 14.63238 15.76353 26.75098  1.1099
C: 16.06117 16.17229 26.68073  -1.0015
O: 16.68705 15.65664 25.58599  0.2576
C: 17.30763 16.45270 24.62210  -0.7240
N: 13.95815 16.01107 28.07865  -0.7473
H: 13.73536 17.49113 25.87646  0.4447
H: 12.75498 16.13682 25.57957  0.3262
H: 14.30327 16.26731 24.67196  0.0684
H: 14.65011 14.70070 26.53588  -0.3391
H: 16.61781 15.93576 27.61223  0.2434
H: 16.08485 17.28486 26.64441  0.3528
H: 16.67285 17.18706 24.11006  0.8241
H: 17.75212 15.78685 23.90501  -0.4915
H: 18.09478 17.06834 25.05784  0.4711
H: 14.20835 17.00524 28.26727  0.3060
H: 14.34477 15.44741 28.82878  0.2939
C: 22.29915 14.03123 14.09258  -1.8165
C: 21.31201 14.15454 15.21596  0.8619
C: 21.15500 15.68533 15.42282  0.4069
O: 22.36669 16.21463 16.00179  -0.3696
C: 22.54780 17.58665 15.69788  -0.4622
N: 19.98583 13.59084 14.96590  0.3086
H: 21.93637 14.43583 13.17082  0.2725
H: 22.58135 12.99658 13.91685  0.4658
H: 23.19466 14.66262 14.40747  0.3653
H: 21.64720 13.70482 16.17182  -0.1253
H: 20.36615 16.11010 16.06801  -0.2364
H: 20.84109 16.12179 14.42031  -0.2907
H: 21.69836 18.22746 15.96870  -0.2049
H: 22.72431 17.74018 14.65356  0.4638
H: 23.36792 18.02310 16.27035  0.3565
H: 20.08842 12.70740 14.42698  0.2159
H: 19.48005 14.25390 14.32452  -0.6176
C: 12.78920 15.25613 16.37017  0.3349
C: 12.23532 15.55141 17.80372  3.0957
C: 10.69285 15.27776 17.76517  -1.7419
O: 10.00896 16.19450 16.98942  -0.4220
C: 9.58664 17.26389 17.83680  -0.3626
N: 13.06199 14.87652 18.83735  2.1536
H: 12.18449 15.60062 15.51911  -0.3681
H: 12.78234 14.16717 16.27566  -0.0568
H: 13.80018 15.65890 16.37169  -0.4674
H: 12.20455 16.61709 18.07544  -1.3252
H: 10.31598 15.28865 18.76522  0.9245
H: 10.52664 14.27586 17.34751  -0.1275
H: 10.41359 17.70669 18.38843  -0.1539
H: 8.83380 16.93817 18.61213  0.3640
H: 9.14592 18.08145 17.27261  0.3581
H: 13.12677 13.92239 18.53548  -1.3882
H: 12.65436 14.99869 19.78343  -0.9412
C: 15.73231 14.75998 21.69490  -0.0076
C: 16.04039 15.92940 20.75561  1.3950
C: 16.50718 15.41675 19.34500  0.6375
O: 16.96157 16.53530 18.57885  1.0649
C: 17.11521 16.29272 17.20050  0.3685
N: 14.89312 16.81023 20.71230  0.5319
H: 15.68506 15.06310 22.71946  -0.4295
H: 16.56640 14.06926 21.62125  -0.2023
H: 14.78389 14.28596 21.38779  -0.1105
H: 16.86088 16.52827 21.13790  -0.6339
H: 15.63067 15.00402 18.86772  0.2175
H: 17.28110 14.68454 19.46368  -0.1531
H: 17.76285 15.44814 16.95733  -0.1319
H: 17.44271 17.21609 16.69104  -0.9225
H: 16.11790 16.07737 16.71096  -0.5258
H: 14.13635 16.24645 20.33397  -0.5950
H: 15.07720 17.46788 19.97209  -0.4482
C: 17.88882 11.75434 13.29529  -1.4934
C: 17.75055 12.85698 12.32919  0.5047
C: 16.81192 13.92988 12.69613  -0.4707
O: 15.53765 13.36998 12.94838  -0.5263
C: 14.58065 14.27533 13.59786  -0.0084
N: 19.02705 13.59755 12.16868  -0.5370
H: 16.86098 11.34668 13.27540  0.5382
H: 18.11951 11.97012 14.30862  0.1064
H: 18.57128 10.97916 12.92332  0.3754
H: 17.42640 12.46760 11.34975  0.3221
H: 16.79233 14.76360 11.99202  0.8468
H: 17.16943 14.33399 13.67034  -0.2087
H: 14.27647 15.07736 12.89222  0.3798
H: 15.13923 14.81456 14.34274  -0.3944
H: 13.76004 13.66124 13.94506  0.3482
H: 18.83290 14.27787 11.42249  0.2202
H: 19.86074 13.06503 11.90277  0.2611
C: 20.72463 15.35525 25.33412  -0.6664
C: 20.63132 14.17786 26.29431  1.0413
C: 21.74592 14.25831 27.39652  -0.8676
O: 23.01146 14.30225 26.79962  -0.2769
C: 24.05456 14.64582 27.74931  -0.8202
N: 19.33353 14.10911 26.88775  -0.6016
H: 21.75940 15.32294 24.98268  0.5901
H: 20.43860 16.28103 25.81253  0.2725
H: 19.96562 15.33137 24.54805  -0.5646
H: 20.83456 13.26839 25.68824  0.0343
H: 21.61185 13.44788 28.12860  0.4076
H: 21.59349 15.21830 27.94390  0.3237
H: 24.01695 13.92688 28.52503  0.3429
H: 23.91137 15.62237 28.24015  0.3248
H: 25.02684 14.73361 27.27321  0.2432
H: 18.63888 14.27924 26.17426  -0.0442
H: 19.14306 13.16242 27.17923  0.3316
C: 13.56597 12.25670 24.04723  -1.6280
C: 14.47438 11.07314 23.96769  2.0413
C: 14.46864 10.41792 22.56341  -0.3347
C: 15.58653 9.40742 22.28205  -1.4367
C: 17.01808 10.00102 22.65502  -0.6577
C: 17.02826 10.62025 24.08260  2.4382
N: 15.91537 11.62069 24.06344  1.1845
O: 15.96897 12.43794 25.29305  -0.5675
C: 16.96549 9.60328 25.17256  -1.9646
C: 18.33234 11.37125 24.18163  -2.5322
C: 14.08552 10.09306 25.07040  -1.7297
H: 12.56787 11.81645 24.07536  0.5711
H: 13.59477 12.94531 23.19975  -0.0229
H: 13.61773 12.83593 24.98852  0.0710
H: 13.47831 10.07302 22.42516  0.9342
H: 14.68132 11.14275 21.79093  -0.8676
H: 15.45952 8.97936 21.26338  0.3432
H: 15.36054 8.53545 22.89502  0.7704
H: 17.27897 10.70192 21.87934  -0.8014
H: 17.78337 9.18133 22.52593  0.5944
H: 16.28852 8.81432 25.00012  0.2767
H: 17.99635 9.20653 25.25488  0.4942
H: 16.72806 10.20785 26.03464  0.3748
H: 18.40371 12.12142 23.42222  -0.0741
H: 18.46795 11.80707 25.14386  0.5682
H: 19.08082 10.61518 24.01502  0.7137
H: 12.98152 9.98604 25.19623  0.4387
H: 14.45105 10.41982 26.01334  0.3477
H: 14.44289 9.07032 24.97464  0.2920
H: 16.19888 13.29672 24.89822  0.1414
C: 16.97738 22.08565 13.86972  -2.0221
C: 17.53730 20.62870 13.92227  2.6016
C: 16.41676 19.59788 13.87997  -0.7541
C: 16.91427 18.11960 13.82043  1.2690
C: 17.62912 17.97282 12.52350  -1.9815
C: 18.79848 18.99166 12.25336  1.8808
N: 18.33355 20.40124 12.62425  0.0540
O: 19.35927 21.37668 12.45060  -0.4797
C: 20.10227 18.56942 12.98284  -1.3022
C: 19.06613 19.09326 10.66300  -2.0857
C: 18.45174 20.37380 15.12370  -1.0723
H: 16.56436 22.24380 12.86731  0.3976
H: 17.87417 22.69533 13.87925  0.5731
H: 16.27343 22.36254 14.69059  -0.0089
H: 15.77787 19.91706 14.66448  -0.5909
H: 15.73934 19.74489 13.02299  0.1830
H: 16.05028 17.44330 13.80086  0.3429
H: 17.48188 17.93442 14.72347  -0.5791
H: 16.82866 18.11030 11.81413  0.5887
H: 18.03221 16.95725 12.37905  0.1276
H: 19.89042 18.49713 14.04587  0.0887
H: 20.38158 17.56898 12.66308  0.3831
H: 20.84544 19.32478 12.79620  0.5158
H: 19.78440 19.85404 10.46024  0.4616
H: 19.45258 18.08466 10.41802  0.3690
H: 18.15370 19.35231 10.09943  0.3834
H: 18.73349 19.36266 15.39802  -0.4654
H: 17.97068 20.74956 16.03694  0.1960
H: 19.42167 20.87313 14.96380  0.4750
H: 20.13720 21.10664 12.96657  0.3541
C: 13.23157 18.19442 13.62466  0.4264
C: 11.75002 18.43711 13.40191  1.6930
C: 11.02886 18.81736 14.68375  -0.8427
C: 11.42171 20.22696 15.10370  0.0886
C: 11.12246 21.25127 14.04130  -2.1801
C: 11.74657 20.87217 12.69588  1.9444
N: 11.42186 19.47021 12.37709  -0.0193
O: 12.14527 19.14655 11.13503  -0.5029
C: 10.98200 21.64770 11.62339  -1.9720
C: 13.24418 21.20310 12.73459  -0.7151
C: 11.10495 17.08124 12.91954  -1.8643
H: 13.63660 17.81868 12.61822  0.5992
H: 13.33169 17.48885 14.46489  -0.2978
H: 13.77772 19.13358 13.82652  -0.6896
H: 9.93275 18.76531 14.54987  0.6581
H: 11.26973 18.12520 15.46911  -0.7781
H: 12.50448 20.24762 15.30777  -0.5112
H: 10.95630 20.45998 16.03659  1.0393
H: 11.43318 22.25825 14.24731  0.5610
H: 10.02271 21.32576 13.94377  0.4723
H: 11.07479 22.69183 11.93640  0.3752
H: 11.39194 21.42877 10.65948  0.4944
H: 9.90557 21.43658 11.66430  0.4315
H: 13.35584 22.28384 12.67131  0.4743
H: 13.57298 20.88040 13.71475  -0.4320
H: 13.84618 20.71047 11.95966  0.2710
H: 11.21108 16.40504 13.76353  0.1351
H: 11.64791 16.66028 12.08353  0.4447
H: 10.06444 17.18267 12.62800  0.4780
H: 11.43419 19.05446 10.48642  0.3865
C: 15.98223 21.87954 19.68262  -1.3926
C: 15.32278 20.57242 20.08742  1.1883
C: 13.89588 20.83106 20.63369  -1.3574
C: 12.90824 21.16275 19.49818  -0.8780
C: 12.92061 20.04786 18.44965  -0.3109
C: 14.36298 19.83692 17.87617  2.1955
N: 15.25111 19.58453 19.03890  0.8276
O: 16.58315 19.47321 18.51535  1.3560
C: 14.30158 18.46882 17.09212  1.2254
C: 14.80383 20.97744 16.97547  -0.3236
C: 16.11136 19.84788 21.25796  -1.6816
H: 16.88187 21.54631 19.10707  0.0295
H: 16.39326 22.31641 20.59415  0.5173
H: 15.46355 22.54396 18.99108  0.2338
H: 13.57477 19.95210 21.21907  0.2637
H: 14.02187 21.63569 21.35541  0.4532
H: 13.12010 22.17841 19.07780  0.3266
H: 11.89758 21.23542 19.92040  0.5768
H: 12.19248 20.18060 17.65843  -0.6559
H: 12.51921 19.19211 18.94387  -0.0972
H: 14.04637 17.66972 17.82138  -1.2273
H: 13.47109 18.47849 16.38387  0.0423
H: 15.25132 18.26745 16.55366  -0.8198
H: 15.87620 20.88297 16.95314  0.1015
H: 14.45137 20.91072 15.90693  -1.0097
H: 14.46260 21.94043 17.38371  0.1818
H: 16.11435 20.46212 22.17127  0.5520
H: 17.15434 19.60413 21.01521  0.1409
H: 15.51472 18.92060 21.41076  0.2280
H: 16.72705 18.50511 18.60011  -0.7746
C: 23.73442 13.51202 20.55987  -2.2703
C: 22.27550 13.84813 20.22944  1.8744
C: 21.28092 12.90067 20.92089  -1.9067
C: 19.78027 13.28557 20.81520  0.8793
C: 19.59817 14.68996 21.30757  0.1270
C: 20.54347 15.71092 20.61613  3.1840
N: 21.94384 15.17568 20.68393  0.0864
O: 22.93419 16.20515 20.41135  -0.4530
C: 20.13098 15.96374 19.17061  1.1995
C: 20.55493 17.03986 21.36380  -1.7972
C: 22.13798 13.75216 18.75599  -1.0189
H: 23.97627 13.78489 21.62820  0.4244
H: 24.51724 13.96206 19.98502  0.2937
H: 23.93508 12.44229 20.47909  0.4514
H: 21.48938 11.92326 20.42654  0.4414
H: 21.52940 12.89604 21.99944  0.5543
H: 19.10816 12.62554 21.37556  -0.0464
H: 19.33591 13.26395 19.80641  -0.5137
H: 19.85710 14.78207 22.35152  -0.5498
H: 18.61383 15.13532 21.19972  -0.6243
H: 20.04036 15.01292 18.63123  -1.1909
H: 19.20210 16.48251 19.04867  0.2589
H: 20.97819 16.43867 18.67662  -0.5824
H: 19.56186 17.27136 21.62869  0.2551
H: 21.16258 16.90978 22.23502  0.6324
H: 20.94388 17.83516 20.74965  -0.8452
H: 22.68896 12.90670 18.34964  1.0873
H: 22.46754 14.67777 18.26015  -0.1223
H: 21.13776 13.48521 18.40281  -0.5250
H: 23.08211 16.25422 19.44020  0.3202
C: 19.01007 10.32124 19.09564  -0.5805
C: 18.90303 10.39618 17.54967  1.5182
C: 18.20625 9.15220 16.93343  -1.4806
C: 16.74055 9.05372 17.43518  -0.4820
C: 15.99741 10.29657 17.09126  -0.6863
C: 16.67740 11.69780 17.46313  3.1941
N: 18.13245 11.55602 17.01494  0.1092
O: 18.75866 12.83112 17.48293  2.4891
C: 16.03104 12.75115 16.61683  -0.7841
C: 16.57826 12.01620 18.97127  0.1853
C: 20.32417 10.60734 17.00450  -1.6003
H: 19.14496 11.34359 19.43356  -0.6312
H: 19.81345 9.61773 19.29425  0.8803
H: 18.10487 10.02328 19.58981  -0.3837
H: 18.24946 9.30786 15.84054  0.2604
H: 18.81624 8.26744 17.16020  0.3813
H: 16.77542 8.94366 18.50816  0.0287
H: 16.18406 8.22042 16.89837  0.4791
H: 14.97835 10.27403 17.48907  -0.8548
H: 15.85449 10.29634 16.02611  0.5983
H: 14.96677 12.74076 16.85125  -0.7305
H: 16.43780 13.70054 16.91174  -0.2620
H: 16.14672 12.57622 15.59598  0.4080
H: 17.54679 12.37208 19.31724  -0.3789
H: 15.74210 12.74559 19.06302  -0.5566
H: 16.36291 11.14238 19.60159  -0.3715
H: 20.69475 11.58085 17.36161  0.2250
H: 20.36895 10.59394 15.91766  0.2641
H: 21.04039 9.90873 17.45592  0.4679
H: 19.17568 13.18532 16.65144  -1.0334

Its total energy is -5371.20210 Eh. As for the HOMO energy: -7.850 eV. For the LUMO energy, the calculation gives 0.50 eV.

=====

# 2
Here is a 3-piece molecular cluster, C16H23F17O4Si overall from OMol25. Energies are from wB97M-V/def2-TZVPD.

Last column: Mulliken charge in e.
Element x y z (Å)
F: 5.31550 -2.47173 0.59150  -0.2434
C: 4.01675 -2.74313 0.47475  0.6277
F: 3.38130 -2.31689 1.56815  -0.1967
F: 3.85494 -4.06179 0.37808  -0.2622
C: 3.43831 -2.07553 -0.80048  0.5890
F: 2.12323 -2.31467 -0.84097  -0.2089
F: 4.01432 -2.69041 -1.85040  -0.2983
C: 3.70079 -0.54392 -1.01624  0.4924
F: 2.91690 -0.17286 -2.03660  -0.2340
F: 4.98517 -0.42253 -1.38841  -0.2982
C: 3.52454 0.49031 0.14530  0.5695
F: 3.92826 1.67840 -0.33832  -0.3035
F: 4.36570 0.12858 1.12232  -0.2892
C: 2.10896 0.70453 0.77439  0.7867
F: 1.45659 -0.47363 0.81569  -0.2721
F: 2.30078 1.10254 2.03492  -0.3385
C: 1.21099 1.78626 0.07658  0.4064
F: 1.56857 2.97352 0.57693  -0.3080
F: 1.39617 1.82762 -1.24734  -0.2351
C: -0.31188 1.59051 0.35499  0.5162
F: -0.45253 1.34798 1.67657  -0.2695
F: -0.89428 2.76798 0.10196  -0.3367
C: -1.05768 0.46232 -0.44677  0.5306
F: -1.88637 1.07736 -1.33305  -0.2947
F: -0.15350 -0.23004 -1.20707  -0.2174
Si: -2.10193 -0.80504 0.59821  0.4635
H: -2.16814 -2.01140 -0.24326  -0.1161
H: -1.43035 -1.13025 1.86489  -0.1188
H: -3.42726 -0.20102 0.80213  -0.1342
C: 1.12674 1.26879 6.46286  -0.6916
O: 0.42770 2.49711 6.39992  -0.4110
C: -0.17172 2.74513 5.13998  0.0604
C: -1.65513 2.45016 5.14666  -0.6289
O: -1.92149 1.06914 5.32999  -0.2992
C: -2.30455 0.73491 6.65024  -0.8068
H: 1.40813 1.10996 7.50251  0.2522
H: 0.50622 0.43365 6.12761  0.3078
H: 2.03632 1.30423 5.85307  0.2943
H: 0.31723 2.15126 4.36000  -0.1044
H: -0.02226 3.80275 4.90209  0.3829
H: -2.07751 2.74291 4.18034  0.3867
H: -2.14704 3.04192 5.92563  0.3729
H: -3.30059 1.12850 6.88083  0.3183
H: -1.59209 1.11696 7.38568  0.3468
H: -2.33417 -0.35164 6.71283  0.2265
C: -0.55106 -1.95438 -6.99486  -0.7051
O: -1.72785 -1.30293 -7.43329  -0.3774
C: -2.92224 -1.93273 -7.00334  -0.4750
C: -3.53799 -1.22741 -5.81477  -0.5675
O: -2.71793 -1.31812 -4.66320  -0.3634
C: -1.97110 -0.14301 -4.40081  -0.5090
H: 0.28813 -1.30730 -7.24437  0.2445
H: -0.56283 -2.12561 -5.91550  0.3044
H: -0.42055 -2.91393 -7.50732  0.3246
H: -2.73193 -2.98137 -6.75120  0.3176
H: -3.63016 -1.90781 -7.83746  0.3742
H: -4.49695 -1.69988 -5.58009  0.3851
H: -3.72909 -0.17890 -6.06652  0.3388
H: -2.62387 0.66697 -4.05931  0.3669
H: -1.42224 0.18953 -5.28574  0.3245
H: -1.26193 -0.38193 -3.61097  0.0031

Its total energy is -2911.52958 Eh. As for the HOMO energy: -9.218 eV. For the LUMO energy, the calculation gives 0.63 eV.